Entry 1:
A cluster of 2 separate species, C18H44BClF4N4O9P3Si in total, computed with wB97M-V/def2-TZVPD.

For the molar mass, the calculation gives 703.8 g mol⁻¹. The HOMO-LUMO gap is 7.979 eV. For the HOMO energy, the calculation gives -5.53 eV. Its net charge is -1. The value obtained for the calculated total energy is -3806.53068 Eh.

Last column: Löwdin charge in e.
Positions of all 85 atoms, in Å:
C  3.6623  4.2488  -0.3445  -0.132
C  4.4388  3.1804  0.5170  -0.260
C  3.9766  1.6700  0.3035  -0.182
C  2.3691  1.5355  0.0784  -0.292
N  1.8847  0.2058  0.4066  -0.143
P  1.0223  -0.8319  -0.7983  0.620
C  2.5889  -0.5968  -1.8700  -0.136
B  2.9388  -1.5708  -3.0870  -0.635
O  2.5339  -1.3991  -4.4586  0.054
O  3.7835  -2.7151  -2.8377  0.068
C  1.7000  -2.2579  0.3773  -0.486
F  1.6601  -1.9702  1.7605  -0.001
F  0.8617  -3.3952  0.4541  0.003
F  2.9767  -2.6844  0.0972  0.074
P  0.1694  -2.4166  -2.0723  0.656
N  -0.2877  -1.9458  -3.5452  -0.192
O  1.0545  -3.8482  -2.3672  -0.217
O  -1.2810  -3.1404  -1.5067  -0.245
O  0.2166  0.5414  -1.5385  -0.308
C  -0.9136  1.1163  -0.8739  -0.460
C  -1.7431  1.7346  -2.1457  -0.627
Cl  -1.8326  0.7666  -3.6623  0.712
C  -3.0615  2.5697  -1.7888  -0.294
C  -4.2710  2.3630  -2.8275  -0.149
P  -0.8040  2.8800  -0.0565  1.002
N  -0.2706  2.8537  1.6076  -0.180
O  0.4703  3.7977  -0.8079  -0.335
C  -1.5036  -0.0816  0.0062  -0.366
C  -1.8020  0.2358  1.5738  -0.201
C  -0.6933  -0.2169  2.5829  -0.173
C  -1.2410  0.1486  4.0419  -0.187
F  -0.2374  0.0829  5.0352  -0.092
Si  -3.2827  -0.8028  -0.3393  0.591
C  -3.5281  -2.4946  0.6062  -0.181
C  -3.6983  -1.3134  -2.1101  -0.235
C  -4.7203  0.2866  0.2809  -0.192
O  -0.4409  -1.0529  0.1335  -0.335
H  3.2656  3.8684  -1.3194  0.067
H  2.7840  4.5963  0.2783  0.062
H  4.2633  5.1895  -0.5350  0.071
H  5.5269  3.2247  0.2042  0.095
H  4.4438  3.4075  1.6245  0.103
H  4.2903  1.1261  1.2459  0.111
H  4.5437  1.2898  -0.5922  0.098
H  2.0466  2.3380  0.8193  0.084
H  2.2275  1.9974  -0.9206  0.077
H  2.7705  -0.2212  0.7008  0.060
H  2.4092  0.3642  -2.4499  0.107
H  3.5628  -0.5920  -1.3134  0.085
H  2.0298  -2.2122  -4.6567  0.081
H  3.9717  -3.1424  -3.6878  0.092
H  -0.0702  -0.9447  -3.5782  -0.089
H  1.8354  -3.9346  -1.7965  0.037
H  -1.1063  -4.0183  -1.1370  0.054
H  -1.0461  2.5644  -2.4995  0.070
H  -3.4915  2.3917  -0.7782  0.057
H  -2.8762  3.6831  -1.8518  0.092
H  -3.9535  2.4325  -3.8963  0.049
H  -4.9221  1.4885  -2.5803  0.038
H  -4.9320  3.2734  -2.6563  0.072
H  0.3443  3.6627  1.7694  0.036
H  0.2719  2.0373  1.8922  0.002
H  0.7522  3.3828  -1.6378  0.030
H  -2.1787  1.2979  1.7177  0.092
H  -2.6974  -0.3514  1.9686  0.090
H  0.3462  0.1485  2.3990  0.087
H  -0.6288  -1.3454  2.6072  0.111
H  -1.9726  -0.6817  4.2906  0.118
H  -1.8402  1.0959  4.0483  0.114
H  -3.5639  -3.3647  -0.0932  0.025
H  -2.5677  -2.6121  1.2037  0.032
H  -4.4058  -2.4319  1.3103  0.027
H  -2.8435  -1.6629  -2.7504  -0.002
H  -4.2046  -0.4951  -2.7132  0.001
H  -4.4493  -2.1668  -2.1192  0.045
H  -4.4084  1.2454  0.7942  0.031
H  -5.3812  -0.2491  1.0261  0.037
H  -5.4060  0.5328  -0.5879  0.033
C  1.7235  -2.8904  4.5567  0.040
N  2.5365  -3.3710  5.7041  -0.453
O  2.5680  -4.5692  5.9088  0.052
O  3.1155  -2.5288  6.3598  0.055
H  1.2689  -3.7469  4.0671  0.098
H  0.9613  -2.2207  4.9523  0.091
H  2.3911  -2.3681  3.8768  0.091

Force components x, y, z for each atom (eV/Å):
C -0.4335 0.6588 1.1430
C 0.8156 -0.3996 -0.5904
C -0.3505 0.6073 -0.1252
C 2.4755 2.2346 1.2531
N 0.1294 1.1589 0.1927
P 0.8508 1.9957 2.3551
C 0.6031 -0.5227 -2.6778
B 0.3727 -1.3942 -0.9729
O 0.3801 -0.4545 1.8629
O -0.9153 1.4541 -0.3883
C -0.8599 -1.5541 2.2264
F 0.9360 0.2944 -1.5300
F 1.2233 0.6001 -1.1629
F -1.2136 0.1013 0.3883
P -3.5514 -2.6904 -4.1694
N 1.1763 0.3431 2.0091
O -0.2249 1.3635 1.0914
O 1.9895 0.2281 -0.0633
O 0.3447 -0.1788 0.7170
C 0.2660 -0.8338 -1.7042
C 0.5029 2.0750 0.6469
Cl -0.1354 0.2444 0.7438
C -1.6131 -0.1336 -1.5972
C -0.2964 1.3353 0.9126
P 0.4472 1.3598 0.9180
N 0.7677 -0.2515 -0.5136
O -0.9498 -1.3598 0.1525
C 0.1085 0.1619 2.1568
C -0.6566 0.3089 0.4825
C -0.4042 -0.0307 1.4092
C -0.7665 -1.3200 -1.1998
F -0.5808 0.4351 -0.6937
Si -0.5500 -2.1394 -0.9122
C 1.2879 0.5496 0.6927
C -0.8338 0.0262 -1.7103
C -0.8377 0.9605 0.4053
O -0.2999 0.7443 -1.0567
H 0.5138 0.2217 0.8729
H 0.7083 -0.3976 -1.0037
H -0.4239 -1.1918 0.1607
H -1.0516 -0.1012 0.4390
H -0.3122 0.0606 -1.2318
H -0.3529 0.2358 -1.1446
H -0.5937 0.0233 0.9520
H -0.2572 -1.0442 -0.9129
H -0.4684 -0.9348 0.4771
H -0.9800 -0.4967 -0.0325
H 0.3104 -0.7852 1.0890
H -1.2235 0.3089 -0.0495
H -0.0852 0.5153 -0.2005
H -0.0842 0.1249 0.3122
H -0.0754 -0.2960 -0.3470
H -0.1632 0.0012 -0.1190
H 0.1068 0.2805 0.0886
H -0.6140 -1.1459 0.4851
H 0.6520 -0.0879 -0.7142
H 0.2952 -1.3946 0.2416
H -0.2503 -0.4691 0.9697
H 0.8447 0.5182 -0.5760
H 0.5933 -1.0189 -0.1998
H -0.4867 -0.2738 -0.1449
H -0.0678 0.0809 -0.1910
H 0.0932 0.0179 0.2133
H 0.8763 -1.0128 -0.0805
H 0.7657 0.4358 -0.8593
H -0.9322 -0.1178 0.0373
H 0.0406 1.2845 -0.4541
H 0.6818 0.9436 -0.0644
H 1.1093 -0.4137 0.3376
H -0.2091 0.8260 0.5700
H -1.1455 -0.1593 -0.3875
H 0.8593 -0.2855 -0.7409
H -0.6229 0.3250 0.8542
H 0.6184 -0.8146 0.7284
H 0.7999 0.8825 0.3400
H -0.4059 -0.9226 -0.6566
H 0.8701 0.3510 -0.7356
H 0.8553 -0.0853 0.9246
C -0.1907 -0.0753 -0.1582
N -0.1381 -0.0278 -0.1103
O 0.1086 0.0786 0.1428
O 0.0246 -0.1513 0.0316
H 0.1224 0.0312 0.0712
H 0.1712 0.1146 -0.0443
H -0.0904 0.0638 0.1286


Entry 2:
A cluster of 14 separate species, C5H38N2O13 in total, computed with wB97M-V/def2-TZVPD.

For the molar mass, the calculation gives 334.4 g mol⁻¹. The HOMO-LUMO gap is 8.187 eV. For the HOMO energy, the calculation gives -8.22 eV. Its net charge is 0. The value obtained for the calculated total energy is -1300.93133 Eh.

Last column: natural (NBO) charge in e.
Positions of all 58 atoms, in Å:
C  -2.6545  0.0688  -0.1235  -0.208
C  -1.8390  0.0687  1.1417  -0.420
C  -0.9206  -1.1717  1.1861  -0.429
N  2.8392  -0.4958  1.7567  -0.880
C  1.5006  -0.8471  2.0579  -0.031
C  0.5642  -0.8504  1.1156  -0.268
N  -1.8625  0.3286  -1.3419  -0.886
H  -3.4650  0.8158  -0.0539  0.174
H  -3.2256  -0.8714  -0.2035  0.170
H  -2.5411  0.1597  1.9770  0.210
H  -1.1274  0.8986  1.1271  0.209
H  -1.0934  -1.8000  2.0677  0.203
H  -1.0560  -1.8686  0.3462  0.206
H  3.4057  -0.3393  2.5668  0.374
H  2.9379  0.2863  1.1056  0.427
H  1.3029  -1.2557  3.0394  0.188
H  0.7988  -0.5580  0.0943  0.192
H  -2.4779  0.8927  -1.9314  0.386
H  -1.1588  1.0391  -1.1294  0.362
H  2.1269  0.3964  -1.8989  0.517
H  2.2018  1.5548  -2.8485  0.487
O  2.0231  1.3993  -1.9198  -1.020
H  3.9713  -3.4273  0.2631  0.478
H  3.4274  -2.0299  0.6008  0.499
O  3.8083  -2.5557  -0.1335  -0.985
H  -2.4203  -0.7501  -3.9789  0.474
H  -1.3461  -0.8340  -4.8467  0.497
O  -2.0055  -1.4547  -4.4890  -0.930
H  -0.6105  -1.0446  4.9149  0.474
H  -1.4719  -1.2836  3.7175  0.503
O  -0.9549  -0.5766  4.1367  -0.972
H  0.8214  4.1223  2.0389  0.483
H  0.0985  2.7612  2.2645  0.516
O  0.4469  3.3604  1.5652  -0.999
H  2.7350  2.1045  -0.3270  0.500
H  1.9661  2.6440  0.9785  0.495
O  2.8034  2.2530  0.6547  -1.024
H  -1.4635  -4.0862  3.4006  0.501
H  -2.9610  -3.4756  3.0110  0.499
O  -2.0858  -3.3556  3.3470  -0.988
H  0.8567  1.4151  3.6183  0.486
H  -0.6135  1.3548  4.1259  0.515
O  0.0762  1.9495  3.7753  -0.971
H  2.7860  -1.6482  -1.3972  0.515
H  1.3377  -1.7186  -2.0657  0.507
O  2.2354  -1.3570  -2.1510  -1.009
H  0.2281  -0.2149  -3.2754  0.482
H  1.1506  -1.2065  -4.0052  0.502
O  0.5664  -0.4404  -4.1468  -0.977
H  -3.4548  2.7911  -3.2760  0.477
H  -2.5948  3.3717  -2.1180  0.495
O  -3.2208  2.6882  -2.3519  -0.959
H  0.1665  3.8251  -0.4270  0.489
H  1.0678  3.0788  -1.4663  0.492
O  0.3221  3.6957  -1.3670  -0.993
H  -0.8574  -2.1023  -3.5074  0.503
H  -0.8352  -3.0696  -2.2758  0.472
O  -0.2553  -2.6348  -2.9382  -1.012

Force components x, y, z for each atom (eV/Å):
C -1.0194 0.6173 -0.3881
C 0.6099 -0.5967 -0.6453
C 0.9881 -1.1395 0.9713
N -0.1650 -0.4908 -0.0709
C 0.1968 -0.1612 -0.8116
C -1.0238 0.3426 -0.4624
N -0.1481 0.2153 -0.1168
H 0.2887 0.0904 0.1517
H 0.4839 -0.0557 -0.1450
H 0.4377 -0.1064 0.1476
H -0.5055 0.4358 0.2183
H -0.0675 0.2518 -0.3909
H -0.5445 0.3957 -0.0474
H 0.2157 0.1145 0.2532
H -0.1976 0.0733 0.3403
H 0.0371 0.1958 0.1775
H 0.5420 0.3094 0.1166
H 0.1712 -0.3541 -0.0628
H 0.0997 -0.2632 0.2213
H -0.1952 0.8066 0.1493
H 0.0351 0.3226 -0.3561
O 0.2332 -1.2231 -0.0418
H -0.0940 0.3743 -0.4138
H 0.2426 0.1972 0.0419
O -0.0943 -0.3114 0.5897
H -0.8935 -0.4365 0.7436
H 0.7348 -0.7726 -0.6438
O -0.1621 1.4435 -0.3716
H -0.0855 0.3857 -0.1227
H -0.0380 0.2146 -0.0597
O -0.0548 -0.7196 0.7673
H -0.2970 -0.3715 -0.1257
H 0.0603 0.3060 0.0169
O 0.0803 0.4539 0.1021
H -0.2099 0.2902 1.1966
H 0.1552 -0.2209 -0.4793
O 0.2671 -0.2580 -0.8534
H -0.9162 -0.3815 -0.4347
H -0.3493 -1.0905 -0.3745
O 1.1890 1.4415 0.9831
H -0.0170 -0.4124 0.0237
H 0.5188 -0.0471 -0.4220
O -0.4432 0.3581 0.3766
H -0.3080 -0.5191 -0.3711
H 0.1174 -0.4307 0.1641
O 0.2252 0.5843 0.3237
H 0.0500 -0.0081 0.2281
H -0.2797 0.4653 -0.0150
O 0.2985 0.2663 -0.6479
H 0.1124 0.2991 -0.0849
H 0.3773 0.2914 -0.1333
O -0.5362 -0.3861 0.0758
H 0.2476 -0.2658 0.2237
H -0.4843 0.0886 0.2833
O -0.0971 0.0706 -0.5150
H -0.0923 -0.4486 0.2994
H 0.5433 0.4540 -0.7535
O -0.2400 -0.6848 1.1742


Entry 3:
The molecule C2H5O3P, computed with wB97M-V/def2-TZVPD.

As for the expectation value of S²: 2.01. For the molar mass, the calculation gives 108.0 g mol⁻¹. The HOMO-LUMO gap (spin up / spin down) is 5.003 / 6.154 eV. For the HOMO energy (spin up / spin down), the calculation gives -4.10 / -11.01 eV. Its spin multiplicity is 3. Its net charge is 0. The value obtained for the calculated total energy is -646.04918 Eh.

Last column: Löwdin spin population.
Positions of all 11 atoms, in Å:
C  -0.9673  1.5242  -0.1092  0.045
C  1.4514  -1.1184  0.0541  0.533
O  -1.3696  -1.7094  -0.2125  0.617
O  -0.7997  0.6477  -1.1457  0.157
O  -0.6617  0.6479  1.0413  0.075
P  -0.4537  -0.5683  -0.1421  0.442
H  -0.2980  2.4360  -0.0080  0.005
H  -2.0356  1.9305  0.0778  0.014
H  2.2361  -0.3273  -0.0026  0.044
H  1.2684  -1.6206  1.1038  0.039
H  1.6298  -1.8422  -0.6571  0.029

Force components x, y, z for each atom (eV/Å):
C -1.4521 3.5191 2.6771
C 2.3166 -0.4975 5.2473
O -2.7929 -3.2427 1.8788
O -0.9603 2.3001 -0.9560
O 0.3391 -1.9215 -1.8948
P 1.7583 2.5964 -2.7266
H -0.3290 -1.2733 -0.7031
H 1.3359 -0.9027 -0.6604
H -0.9562 -0.0349 0.3231
H 0.9454 0.8833 -1.5921
H -0.2049 -1.4263 -1.5934


- Which formula does entry 2 have?
  C5H38N2O13


- Look up the calculated total energy of the third one.
  -646.04918 Eh


- Which value of calculated total energy does entry 2 give?
  -1300.93133 Eh